# 1
The following is a DFT calculation (the ωB97M-V functional and the def2-TZVPD basis) of an isolated molecule of C5H9NO2.

Geometry (Å):
C (0.544, -0.431, 0.224)
C (-1.919, -0.805, -0.710)
H (-0.262, 0.858, 1.884)
H (-1.689, -1.009, -1.758)
H (1.566, 0.315, -1.535)
H (-0.850, -0.867, 1.848)
H (1.587, 1.931, 0.932)
O (0.895, -1.774, -0.007)
N (1.930, 1.595, 0.041)
C (-0.908, 0.150, -0.141)
C (1.254, 0.586, -0.529)
H (-2.904, -0.331, -0.665)
H (1.523, -2.057, 0.673)
H (2.257, 2.341, -0.560)
C (-0.443, -0.032, 1.289)
O (-0.624, 1.282, -0.815)
H (-1.957, -1.754, -0.170)

Properties
LUMO level	0.6	eV
total energy	-401.03808	hartree
ΔE to the lowest compared entry with this formula, charge and spin	364.1	kJ/mol
orbital gap	8.1	eV
max |F|	2.843	eV/A

# 2
The following is a DFT calculation (the ωB97M-V functional and the def2-TZVPD basis) of a cluster of 2 separate species, C5H9NO2 in total.

Geometry (Å):
H (1.091, -0.803, 1.640)
C (-1.440, 0.853, 0.362)
O (-0.101, -2.091, -0.756)
C (-0.041, 2.759, 0.052)
C (1.284, -0.252, -1.190)
H (-0.652, -2.355, -1.504)
H (2.044, -0.602, -0.489)
H (-0.424, -1.663, 1.868)
H (-1.846, 1.289, 1.257)
H (-0.236, -0.028, 2.528)
H (-1.884, 1.144, -0.573)
H (1.317, 0.832, -1.253)
C (0.011, -0.678, 1.694)
N (-0.063, -0.656, -0.824)
O (-0.033, 3.038, -1.051)
C (-0.524, -0.112, 0.416)
H (1.497, -0.674, -2.176)

Properties
LUMO level	0.9	eV
total energy	-401.04349	hartree
ΔE to the lowest compared entry with this formula, charge and spin	349.9	kJ/mol
orbital gap	9.7	eV
max |F|	1.691	eV/A

# 3
The following is a DFT calculation (the ωB97M-V functional and the def2-TZVPD basis) of a cluster of 2 separate species, C5H9NO2 in total.

Geometry (Å):
H (-0.973, 0.213, -1.721)
N (2.540, -0.720, -2.135)
C (-0.981, 0.168, 2.373)
C (-0.687, 0.561, 0.981)
C (-1.931, 0.308, 0.168)
O (0.436, 0.541, 0.504)
O (1.339, -0.079, -2.070)
H (-1.854, -0.587, 1.879)
C (3.223, -0.811, -1.080)
H (-0.102, -0.100, 2.951)
H (4.214, -1.223, -1.176)
H (-2.775, 0.423, -1.765)
H (1.108, 0.147, -1.136)
H (-1.664, 0.866, 2.851)
H (-2.867, 0.573, 0.644)
C (-1.900, 0.204, -1.170)
H (2.873, -0.485, -0.098)

Properties
LUMO level	-0.1	eV
total energy	-400.99691	hartree
ΔE to the lowest compared entry with this formula, charge and spin	472.2	kJ/mol
orbital gap	9.5	eV
SMILES	C=CC(C)=O.C=NO
max |F|	3.897	eV/A

# 4
The following is a DFT calculation (the ωB97M-V functional and the def2-TZVPD basis) of a cluster of 2 separate species, C5H9NO2 in total.

Geometry (Å):
H (2.361, -0.173, -2.009)
H (3.176, 1.214, -1.270)
C (0.931, 0.398, 0.848)
H (1.639, 1.442, -2.121)
O (-1.103, -0.824, -1.923)
C (0.435, 0.290, 2.221)
H (-2.710, 0.859, -0.858)
H (1.204, 0.571, 2.947)
H (-0.900, -2.502, -0.481)
C (2.199, 0.764, -1.469)
H (-0.426, 0.949, 2.370)
C (-1.593, -0.839, -0.801)
N (-2.484, 0.044, -0.310)
O (-1.489, -1.899, 0.014)
H (-2.832, -0.089, 0.626)
C (1.476, 0.528, -0.220)
H (0.117, -0.734, 2.437)

Properties
LUMO level	0.7	eV
total energy	-401.12944	hartree
ΔE to the lowest compared entry with this formula, charge and spin	124.2	kJ/mol
orbital gap	10.0	eV
SMILES	NC(=O)O.CC#CC
max |F|	2.062	eV/A

# 5
The following is a DFT calculation (the ωB97M-V functional and the def2-TZVPD basis) of a cluster of 3 separate species, C5H9NO2 in total.

Geometry (Å):
N (1.763, 0.759, 1.011)
C (0.743, 0.525, 0.214)
C (1.500, -2.297, -0.881)
H (1.753, -3.218, -1.442)
O (0.420, -1.741, -1.199)
H (-3.186, 1.415, 2.288)
H (-2.202, 2.880, -1.523)
C (-2.710, 1.026, 1.377)
H (-2.527, -0.064, 1.265)
H (-2.407, 2.971, 0.804)
H (-0.299, 0.553, 0.549)
C (-2.378, 1.954, 0.404)
O (2.396, -2.091, 0.031)
C (-1.834, 2.014, -0.926)
H (-1.061, 1.313, -1.270)
H (2.229, -0.114, 1.288)
H (0.910, 0.284, -0.820)

Properties
LUMO level	-4.4	eV
total energy	-400.81560	hartree
ΔE to the lowest compared entry with this formula, charge and spin	948.2	kJ/mol
orbital gap	3.5	eV
max |F|	4.687	eV/A

# 6
The following is a DFT calculation (the ωB97M-V functional and the def2-TZVPD basis) of a cluster of 2 separate species, C5H9NO2 in total.

Geometry (Å):
H (-0.275, -1.321, -1.397)
C (0.440, 0.392, -0.788)
C (-0.233, 0.465, 0.584)
H (-3.479, -0.029, 0.306)
H (2.475, 0.376, -0.074)
H (-0.537, -0.631, 2.398)
O (0.597, -0.920, -1.266)
N (-2.218, -1.433, -0.824)
H (-0.166, 0.994, -1.484)
O (-0.967, 1.380, 0.869)
H (2.267, 1.121, -1.661)
C (0.127, -0.639, 1.536)
C (1.832, 1.021, -0.669)
H (0.098, -1.602, 1.030)
H (1.145, -0.471, 1.878)
C (-2.871, -0.704, -0.235)
H (1.764, 2.001, -0.204)

Properties
LUMO level	0.9	eV
total energy	-401.12548	hartree
ΔE to the lowest compared entry with this formula, charge and spin	134.6	kJ/mol
orbital gap	10.3	eV
SMILES	CC(=O)[C@@H](C)O.C#N
max |F|	0.576	eV/A

# 7
The following is a DFT calculation (the ωB97M-V functional and the def2-TZVPD basis) of a cluster of 2 separate species, C5H9NO2 in total.

Geometry (Å):
H (-0.978, -2.051, 1.423)
H (2.004, 1.760, 0.802)
H (0.282, 2.195, 0.813)
C (-1.062, -1.647, 0.415)
N (1.710, -0.670, -0.104)
C (0.677, 0.192, 0.219)
H (1.144, 2.040, -0.723)
H (2.449, -0.250, -0.647)
C (1.051, 1.637, 0.292)
C (-0.610, -0.211, 0.392)
H (1.444, -1.584, -0.430)
O (-1.499, 0.692, 0.958)
H (-2.103, -1.709, 0.103)
O (-0.590, 1.157, -2.172)
C (-1.063, 0.215, -1.709)
H (-0.476, -2.264, -0.259)
H (-2.381, 0.497, 0.629)

Properties
LUMO level	1.0	eV
total energy	-401.11060	hartree
ΔE to the lowest compared entry with this formula, charge and spin	173.7	kJ/mol
orbital gap	8.4	eV
max |F|	2.230	eV/A

# 8
The following is a DFT calculation (the ωB97M-V functional and the def2-TZVPD basis) of an isolated molecule of C5H9NO2S.

Geometry (Å):
O (2.677, 1.584, 0.007)
C (-1.218, 2.206, -0.283)
C (0.086, 1.664, 0.065)
H (2.796, -1.764, 2.126)
H (3.456, -0.562, 1.026)
H (-0.760, 4.302, -0.483)
N (-0.596, 1.976, 1.043)
H (0.421, -0.927, 1.072)
S (1.561, 0.697, -0.201)
H (2.729, -2.123, 0.677)
H (-2.462, 3.975, -0.822)
H (-1.113, 3.408, -2.035)
H (1.206, 0.105, 2.128)
C (1.377, -0.470, 1.183)
C (2.636, -1.264, 1.227)
H (-2.006, 1.455, -0.679)
C (-1.421, 3.558, -0.926)
O (1.368, 0.177, -1.567)

Properties
LUMO level	0.5	eV
total energy	-799.20574	hartree
ΔE to the lowest compared entry with this formula, charge and spin	401.9	kJ/mol
orbital gap	10.6	eV
SMILES	CCS(=O)(=O)C1=N[C@H]1C
max |F|	3.163	eV/A

# 9
The following is a DFT calculation (the ωB97M-V functional and the def2-TZVPD basis) of a cluster of 3 separate species, C5H9NO3 in total.

Geometry (Å):
O (0.191, -1.429, 0.704)
H (-0.462, 2.598, 0.431)
C (2.719, -0.215, -0.251)
H (2.696, -0.956, 0.550)
O (-2.462, -1.875, -0.429)
H (0.094, -2.225, 0.162)
H (1.608, 1.300, 0.858)
N (-0.016, -0.388, -0.213)
H (3.690, 0.292, -0.198)
H (1.434, 1.431, -0.939)
H (2.659, -0.731, -1.209)
H (-3.345, -2.291, -0.371)
C (-0.825, 0.540, 0.183)
O (-3.624, -0.078, 0.219)
H (-2.230, 2.030, 0.356)
C (-1.175, 1.801, 0.289)
C (1.609, 0.773, -0.095)
C (-2.562, -0.577, -0.047)

Properties
LUMO level	0.5	eV
total energy	-476.18245	hartree
ΔE to the lowest compared entry with this formula, charge and spin	687.1	kJ/mol
orbital gap	8.6	eV
max |F|	6.603	eV/A

# 10
The following is a DFT calculation (the ωB97M-V functional and the def2-TZVPD basis) of an isolated molecule of C5H9NO3S.

Geometry (Å):
O (2.259, 1.586, 0.451)
O (0.637, 0.478, 1.807)
S (1.851, -1.096, 0.090)
H (0.126, 1.272, 1.767)
H (-0.243, -1.401, -1.902)
H (-0.109, 2.122, -0.255)
H (0.820, 0.938, -1.463)
H (-1.627, -1.753, -1.099)
C (1.357, 0.583, 0.630)
H (-0.391, -1.667, 1.033)
C (0.183, -1.902, 0.014)
N (-0.874, 0.148, -0.533)
C (0.264, 1.039, -0.549)
H (-2.921, 0.193, -0.321)
H (0.471, -2.985, -0.281)
C (-0.760, -1.191, -0.979)
H (3.040, 1.296, 0.962)
O (-2.067, 1.642, 0.691)
C (-2.016, 0.697, -0.065)

Properties
LUMO level	0.6	eV
total energy	-874.54057	hartree
ΔE to the lowest compared entry with this formula, charge and spin	176.1	kJ/mol
orbital gap	9.4	eV
SMILES	O=CN1CCSC(O)(O)C1
max |F|	5.777	eV/A

# 11
The following is a DFT calculation (the ωB97M-V functional and the def2-TZVPD basis) of a cluster of 2 separate species, C5H9NO4 in total.

Geometry (Å):
H (2.675, 1.861, -0.881)
O (-3.420, 1.390, 1.779)
H (1.374, 0.049, 0.617)
H (-0.895, 0.712, -1.393)
C (-0.986, -2.394, -0.555)
C (-0.959, -1.113, -0.333)
H (0.564, 1.716, 0.466)
H (1.357, 1.866, -1.909)
H (-3.057, 0.807, 1.157)
C (1.827, 1.305, -1.161)
H (2.195, 0.487, -1.619)
N (-3.112, 1.041, 3.044)
C (-0.504, 0.198, -0.523)
O (-1.554, -0.097, 0.338)
H (-0.282, -2.736, -1.203)
O (-3.392, 1.825, 3.922)
O (-2.543, 0.007, 3.143)
C (0.863, 0.897, -0.042)
H (-1.894, -3.060, -0.299)

Properties
LUMO level	0.7	eV
total energy	-551.38301	hartree
ΔE to the lowest compared entry with this formula, charge and spin	805.5	kJ/mol
orbital gap	10.7	eV
SMILES	C=C1O[C@H]1CC.O=[N+]([O-])O
max |F|	5.445	eV/A

# 12
The following is a DFT calculation (the ωB97M-V functional and the def2-TZVPD basis) of a structure of composition C5H9NO4.

Geometry (Å):
H (2.622, -0.599, -2.118)
H (3.039, -1.922, -0.977)
C (0.999, -1.291, -0.934)
C (-0.002, -0.125, -0.839)
H (-2.594, 0.356, 2.546)
H (-3.015, 2.044, 1.581)
O (-3.095, 0.825, 1.864)
C (-1.343, 1.285, 0.727)
O (-1.223, -0.514, -1.387)
C (-0.224, 0.293, 0.639)
H (1.342, 1.478, 0.800)
H (2.781, -0.244, -0.390)
N (-1.763, 2.412, 0.685)
C (2.455, -1.005, -1.111)
O (0.920, 0.766, 1.296)
H (-0.551, -0.604, 1.188)
H (0.400, 0.732, -1.402)
H (-1.293, -1.473, -1.263)
O (0.545, -2.417, -0.907)

Properties
LUMO level	0.4	eV
total energy	-551.51154	hartree
ΔE to the lowest compared entry with this formula, charge and spin	468.0	kJ/mol
orbital gap	9.9	eV
max |F|	5.535	eV/A

# 13
The following is a DFT calculation (the ωB97M-V functional and the def2-TZVPD basis) of an isolated molecule of C5H9NOS.

Geometry (Å):
H (0.089, -2.109, 0.657)
H (0.596, 1.255, -1.522)
H (0.200, 1.490, 1.023)
C (1.374, -0.543, 0.042)
C (-0.843, -0.229, 0.333)
H (-2.186, -0.015, -1.166)
H (1.449, -0.535, 2.187)
O (0.576, -0.932, 2.242)
S (2.995, -0.132, 0.510)
H (1.177, -0.463, -1.037)
H (-0.725, -0.875, -1.811)
C (-0.472, 1.318, -1.040)
C (-1.152, -0.102, -1.197)
N (-0.559, 1.255, 0.412)
H (-1.087, 2.166, -1.420)
C (0.350, -1.029, 0.927)
H (-1.782, -0.519, 0.860)

Properties
LUMO level	-0.8	eV
total energy	-723.98279	hartree
ΔE to the lowest compared entry with this formula, charge and spin	359.7	kJ/mol
orbital gap	8.3	eV
SMILES	O[C@H](C=S)[C@@H]1CCN1
max |F|	5.842	eV/A

| no. | highest occupied orbital energy (eV) |
| --- | --- |
| 1 | -7.537 |
| 2 | -8.833 |
| 3 | -9.600 |
| 4 | -9.301 |
| 5 | -7.831 |
| 6 | -9.410 |
| 7 | -7.474 |
| 8 | -10.113 |
| 9 | -8.093 |
| 10 | -8.762 |
| 11 | -9.945 |
| 12 | -9.551 |
| 13 | -9.112 |